[1]
Below is C24H36EuP2Si as an isolated structure, with properties calculated with ωB97M-V/def2-TZVPD.

CARTESIAN COORDINATES (ANGSTROEM)
H1 -0.422 -1.887 -6.393
P1 1.058 2.231 0.601
H2 0.366 -2.966 -5.187
C1 0.820 -5.905 0.106
C2 1.364 3.471 1.922
P2 1.011 1.276 -2.518
C3 0.369 -7.159 -0.324
H3 -0.593 3.366 -0.687
H4 -0.804 2.225 -3.868
H5 -4.313 -3.850 -1.489
C4 -2.750 -4.108 -4.524
C5 -0.354 1.226 -3.757
C6 -0.972 -4.812 -1.154
H6 2.163 1.309 -4.688
C7 0.143 -4.750 -0.284
H7 -0.667 -1.560 -4.650
H8 -1.703 -3.183 1.206
H9 3.088 2.190 -3.444
H10 0.565 -2.888 2.645
H11 -2.460 -6.185 -1.962
C8 -0.072 -2.074 2.290
C9 1.000 3.106 -2.131
H12 0.948 -8.048 -0.080
H13 -1.128 0.523 -3.409
C10 0.030 -1.953 -5.398
H14 0.401 3.838 2.293
H15 0.794 4.445 -0.424
H16 1.955 4.312 1.537
H17 -1.232 -8.245 -1.262
H18 -1.262 1.053 2.184
H19 0.881 -1.272 -5.407
C11 -4.172 -3.954 -2.571
H20 3.078 0.419 -3.441
H21 -6.040 -4.489 -5.383
C12 -5.301 -4.189 -3.370
C13 -5.159 -4.359 -4.753
H22 3.218 2.671 -0.581
C14 0.056 -0.696 2.598
C15 -3.883 -4.335 -5.329
H23 0.038 0.882 -4.727
H24 0.345 3.587 -2.871
H25 -0.216 -2.491 -2.894
H26 -6.297 -4.227 -2.915
C16 -0.841 -7.255 -1.019
H27 1.912 2.975 2.730
H28 -2.858 -0.748 0.913
H29 0.827 -0.266 3.241
C17 2.823 1.959 0.155
C18 -1.523 -6.091 -1.411
H30 0.542 -3.771 0.021
H31 1.708 -5.839 0.738
H32 2.954 0.933 -0.208
Eu1 -0.070 -1.098 -0.442
Si1 -1.459 -3.227 -2.048
C19 -1.910 -0.960 1.409
C20 -1.293 -2.246 1.569
H33 -1.764 -4.139 -4.997
H34 2.018 3.496 -2.286
C21 -1.061 -0.007 2.045
C22 0.506 3.426 -0.723
H35 -3.772 -4.481 -6.411
C23 -2.875 -3.809 -3.142
H36 3.398 2.048 1.086
C24 2.472 1.307 -3.639

Calculated total energy   -71253.255 eV
<S²>   15.763
Relative energy (zero: lowest compared OMol25 entry of this formula, charge and spin)   0.0 kcal/mol
2S+1   8
Charge   0

***

[2]
Below is a 2-piece molecular cluster, C2H6OSi overall, with properties calculated with ωB97M-V/def2-TZVPD.

CARTESIAN COORDINATES (ANGSTROEM)
H1 2.832 -0.190 -1.226
C1 -1.565 -0.433 -0.165
H2 -2.673 -0.361 -0.102
C2 2.684 0.254 -0.245
H3 -1.027 -1.057 0.567
H4 -0.855 1.213 1.411
H5 -1.523 -1.214 -0.989
H6 3.381 0.269 0.547
O1 1.502 0.341 0.045
Si1 -0.781 1.311 -0.026

Calculated total energy   -12092.716 eV
Relative energy (zero: lowest compared OMol25 entry of this formula, charge and spin)   95.3 kcal/mol
Charge   0

***

[3]
Below is a 2-piece molecular cluster, C5H15N2 overall, with properties calculated with ωB97M-V/def2-TZVPD.

CARTESIAN COORDINATES (ANGSTROEM)
H1 -0.785 0.284 1.298
H2 3.617 -0.802 1.119
H3 1.660 1.819 -1.765
H4 -1.049 2.700 0.034
C1 -0.289 -2.127 0.570
C2 -0.341 0.262 0.290
N1 0.214 -0.953 0.059
H5 -1.238 0.482 -0.336
N2 0.799 1.388 -1.457
H6 3.803 -1.479 0.866
H7 -0.535 -2.023 1.636
H8 0.418 -2.935 0.397
C3 0.645 1.415 -0.007
H9 -2.247 -1.735 -0.479
H10 1.567 1.209 0.528
H11 0.754 0.430 -1.787
H12 -1.549 -3.329 -0.864
C4 -1.644 -2.563 -0.107
H13 -0.237 2.743 1.516
H14 -2.290 -2.925 0.693
C5 -0.073 2.671 0.431
H15 0.436 3.613 0.231

Calculated total energy   -8396.886 eV
Relative energy (zero: lowest compared OMol25 entry of this formula, charge and spin)   133.5 kcal/mol
Charge   +1

***

[4]
Below is a 7-piece molecular cluster, C9H32N4O7 overall, with properties calculated with ωB97M-V/def2-TZVPD.

CARTESIAN COORDINATES (ANGSTROEM)
C1 22.257 9.207 1.084
H1 16.032 2.629 -0.122
H2 21.288 7.875 2.508
H3 23.186 9.778 1.090
H4 16.937 1.491 0.945
H5 15.756 8.137 -10.054
H6 22.300 9.117 3.210
H7 27.931 9.249 -6.925
H8 18.707 7.182 -10.595
H9 21.289 6.180 -3.994
H10 21.113 4.105 -3.153
N1 23.375 10.830 -8.215
H11 23.996 10.067 -7.984
O1 17.021 5.950 -10.875
H12 26.486 7.153 -8.072
C2 21.717 5.345 -4.549
H13 17.734 6.836 -9.138
N2 26.356 5.112 -2.307
O2 23.890 10.713 -10.374
H14 25.340 3.542 -3.517
O3 21.875 4.160 -3.734
N3 22.268 12.093 -9.774
C3 17.704 6.981 -10.218
O4 27.511 8.420 -6.687
H15 20.417 9.611 1.502
C4 16.790 8.241 -10.382
N4 26.314 3.566 -3.781
H16 28.008 7.881 -8.677
C5 27.484 7.496 -7.801
O5 28.272 4.272 -2.990
H17 23.068 7.699 2.310
H18 22.564 5.681 -5.147
H19 16.445 2.945 2.322
H20 22.164 8.532 0.233
H21 16.842 6.028 -11.815
O6 21.131 10.022 1.008
H22 20.906 5.026 -5.204
H23 21.789 12.381 -8.933
H24 17.822 2.642 -0.066
H25 17.395 8.959 -9.828
C6 16.909 2.490 0.510
C7 22.236 8.400 2.392
H26 26.724 2.842 -4.354
H27 26.716 5.781 -1.641
C8 23.255 11.210 -9.494
H28 28.014 6.570 -7.577
H29 25.370 4.924 -2.413
H30 22.915 11.276 -7.434
O7 16.851 3.358 1.556
H31 16.814 8.466 -11.448
H32 22.381 12.663 -10.600
C9 27.103 4.354 -3.085

SMILES   NC(N)=O.NC(N)=O.CCO.CCO.CO.CO.CO
Calculated total energy   -30142.541 eV
Relative energy (zero: lowest compared OMol25 entry of this formula, charge and spin)   60.0 kcal/mol
Charge   0

***

[5]
Below is C22H14Cl2F3N11NdO2S as an isolated structure, with properties calculated with ωB97M-V/def2-TZVPD.

CARTESIAN COORDINATES (ANGSTROEM)
N1 -0.711 3.252 0.302
H1 -5.310 -0.171 0.483
C1 1.851 0.919 5.377
N2 -2.095 -0.611 -0.350
H2 -5.265 -2.687 0.209
C2 0.594 1.492 5.565
C3 2.965 2.917 6.092
N3 4.534 1.298 0.313
N4 -0.780 2.161 -0.412
H3 0.085 -0.341 7.577
N5 0.581 3.636 0.436
H4 -2.682 -1.594 2.981
H5 -2.644 -3.182 4.614
C4 -0.858 -2.259 7.330
C5 -2.037 -1.964 -0.535
O1 -0.247 -1.523 2.122
C6 -2.103 -0.808 3.467
N6 2.655 2.643 -0.291
C7 -3.239 -0.002 0.014
F1 -2.877 -4.606 -1.712
C8 3.258 1.430 0.093
N7 4.662 -0.035 0.675
Cl1 -0.957 3.628 6.238
C9 -4.371 -2.099 0.052
C10 1.735 3.533 6.260
Nd1 0.271 -0.180 0.333
H6 -3.167 1.071 0.140
H7 -1.915 -4.071 6.812
C11 -2.057 -2.561 5.285
H8 3.122 3.457 0.070
H9 1.659 4.563 6.586
C12 -1.644 -3.065 6.512
C13 3.023 1.603 5.655
C14 1.260 2.719 -0.240
F2 -4.403 -4.779 -0.197
H10 -0.509 -2.630 8.290
S1 -0.484 -2.580 -1.032
N8 -0.599 0.809 5.260
F3 -2.324 -4.827 0.367
C15 -3.193 -4.240 -0.462
H11 -1.083 1.171 4.455
N9 0.480 1.833 -0.817
N10 3.515 -0.619 0.651
C16 -0.520 -0.972 6.933
C17 -0.902 -0.545 2.601
C18 0.574 2.818 6.009
C19 -1.710 -1.284 4.855
H12 3.881 3.465 6.286
O2 -0.577 0.656 2.308
C20 -4.402 -0.695 0.209
C21 -0.938 -0.481 5.698
H13 3.971 1.108 5.482
Cl2 2.000 -0.668 4.718
C22 -3.199 -2.734 -0.304
H14 -2.709 0.100 3.496
N11 2.578 0.309 0.277

Calculated total energy   -102842.879 eV
<S²>   3.753
2S+1   4
Charge   -1

***

[6]
Below is a 4-piece molecular cluster, C20H48O21P4 overall, with properties calculated with ωB97M-V/def2-TZVPD.

CARTESIAN COORDINATES (ANGSTROEM)
H1 0.532 2.681 5.053
H2 -4.301 3.159 1.686
H3 -4.043 -1.181 -0.800
H4 -0.858 5.339 -2.556
H5 -0.682 -4.425 0.531
O1 0.617 3.679 2.333
O2 0.233 2.377 0.371
H6 -2.684 3.272 0.078
C1 -4.249 2.641 4.283
H7 3.306 -4.042 -3.769
H8 2.372 -3.919 -5.269
H9 5.216 -9.682 3.111
O3 -2.819 4.775 -2.228
H10 -0.168 -2.917 1.305
C2 -2.331 7.277 -4.742
C3 -2.979 -0.826 -0.547
O4 -3.174 3.014 3.448
O5 2.734 3.579 -1.034
H11 -1.678 1.909 -1.337
H12 4.253 -5.713 1.468
H13 -2.797 7.422 -5.718
O6 -0.796 1.252 3.273
C4 0.814 3.383 1.143
C5 5.809 -8.872 2.678
H14 -1.251 7.404 -4.849
H15 1.056 -4.048 0.707
H16 -1.756 6.392 -1.429
O7 -2.969 0.602 -0.318
C6 -6.196 6.755 -3.912
H17 5.882 -5.229 -1.685
H18 2.949 2.717 -0.601
O8 1.272 -4.339 -3.591
H19 3.226 4.248 2.069
O9 -0.173 -5.023 -1.853
H20 -2.701 8.028 -4.042
H21 -0.005 -6.934 -1.143
H22 2.201 2.036 4.628
O10 2.086 -3.772 -1.458
H23 1.200 1.052 5.810
H24 -2.535 -1.369 0.354
C7 3.746 -6.157 0.609
C8 0.480 -6.286 -1.876
H25 -6.462 2.637 4.662
C9 0.067 -3.630 0.511
H26 3.287 -5.355 0.025
C10 0.553 0.822 3.665
H27 -1.795 4.040 1.480
P1 6.018 -7.489 0.402
H28 -0.189 0.009 1.585
C11 -1.613 5.365 -1.768
H29 -0.865 0.292 -0.750
O11 6.939 -6.808 -0.874
H30 -1.248 4.776 -0.925
O12 6.620 -6.541 1.442
P2 2.062 4.517 0.218
H31 0.370 -6.734 -2.865
H32 -5.867 1.259 3.478
O13 -2.579 5.953 -4.290
H33 1.540 -6.208 -1.623
C12 -1.636 1.115 -0.508
H34 5.958 -8.107 3.442
H35 -6.001 3.051 2.945
O14 5.086 -8.319 1.585
P3 -3.835 5.680 -3.272
H36 1.310 0.987 2.809
C13 2.373 -3.678 -4.204
H37 -6.169 7.721 -3.404
C14 6.811 -5.424 -1.143
H38 2.301 -2.598 -4.081
H39 -3.632 1.486 1.991
H40 6.841 -4.822 -0.233
C15 1.124 1.724 4.896
H41 0.528 -0.257 4.034
O15 1.270 5.743 -0.299
O16 3.259 4.926 1.346
H42 2.959 -6.831 0.954
P4 0.708 -3.665 -2.114
C16 -1.072 1.922 0.802
O17 -3.985 6.819 -2.261
C17 -3.367 2.595 2.070
H43 7.648 -5.127 -1.779
O18 0.013 -2.939 -0.724
C18 -2.172 3.044 1.088
C19 -0.999 0.756 1.936
H44 -2.339 -1.135 -1.458
O19 -4.022 2.581 5.523
O20 -4.897 6.433 -4.395
H45 -6.563 5.986 -3.232
H46 6.771 -9.268 2.353
O21 4.640 -6.869 -0.236
H47 -6.873 6.832 -4.766
C20 -5.743 2.340 3.817
H48 -1.971 0.134 1.963

SMILES   CCOC[C@](CCOC(C)=O)(COC)OC(=O)P(=O)(O)O.COP(=O)(OC)OC.COP(=O)(OC)OC.COP(=O)(OC)OC
Calculated total energy   -101661.999 eV
Charge   0

***

[7]
Below is a 12-piece molecular cluster, C16H56O12 overall, with properties calculated with ωB97M-V/def2-TZVPD.

CARTESIAN COORDINATES (ANGSTROEM)
H1 2.263 -0.404 -2.125
H2 -2.931 -4.095 -1.066
C1 3.124 -0.975 -1.914
H3 -3.703 1.587 2.856
C2 0.024 0.461 -0.516
H4 1.589 -2.972 1.574
H5 2.395 2.282 -4.398
H6 -1.722 0.002 -4.782
H7 4.044 0.339 3.767
O1 -3.234 -3.968 0.920
H8 3.375 4.378 -0.658
H9 3.933 -0.275 -1.974
C3 -2.658 -2.022 -0.434
H10 -1.602 -0.257 -3.024
H11 -1.505 4.545 1.264
C4 0.560 -2.934 1.279
H12 0.019 -2.767 -3.213
H13 0.490 -2.049 0.766
H14 0.204 3.916 -0.270
H15 -0.455 -3.876 -2.031
H16 3.201 1.107 2.474
H17 3.286 -1.817 -2.698
H18 -4.744 2.041 -0.939
H19 -2.990 2.503 -0.538
H20 -2.315 1.934 1.931
H21 1.607 0.075 0.418
C5 3.137 0.915 3.504
H22 -1.380 -4.547 3.269
H23 -3.868 1.783 -2.891
H24 0.906 0.672 3.523
H25 0.516 0.875 -1.437
O2 -0.592 -4.375 2.706
H26 -0.416 2.776 1.032
H27 -1.244 1.339 -3.780
H28 0.334 -3.746 0.613
O3 -2.261 -0.868 3.722
C6 0.138 -3.071 -2.190
O4 0.247 -0.193 -4.090
C7 3.580 2.444 -1.202
H29 1.900 -2.615 -1.839
H30 -1.708 -1.134 4.501
O5 1.498 -3.445 -1.929
H31 0.682 0.657 -4.112
H32 -3.375 0.712 -0.567
H33 -0.988 -0.019 2.492
H34 -2.279 -1.835 -1.470
C8 -1.792 0.326 3.145
O6 3.009 -1.283 -0.648
O7 3.114 3.491 -0.340
C9 -1.096 0.235 -3.886
H35 -1.403 0.964 3.891
H36 1.121 3.714 1.071
H37 -2.202 -1.433 0.320
H38 -0.118 -2.405 -1.416
H39 -4.135 -3.984 0.590
O8 0.859 0.521 0.614
H40 -1.593 -3.956 -0.054
H41 -0.469 -0.413 -0.612
C10 -2.852 1.046 2.368
C11 1.845 0.129 3.816
H42 4.601 2.147 -0.959
H43 1.304 -0.866 5.477
C12 -0.438 -2.991 2.498
O9 -0.604 4.778 1.384
H44 -0.802 1.098 -0.278
C13 1.011 2.985 -3.216
O10 1.456 2.199 -4.254
H45 1.338 2.792 -2.227
H46 0.038 -2.498 3.396
H47 1.859 -0.822 3.324
C14 -2.535 -3.536 -0.194
O11 1.742 -0.017 5.228
H48 -3.739 -1.734 -0.420
C15 0.096 3.721 0.741
H49 3.088 1.907 4.041
H50 1.305 4.019 -3.385
H51 -1.332 -2.610 2.165
O12 -3.154 1.654 -2.252
C16 -3.630 1.723 -0.968
H52 2.933 1.586 -1.291
H53 -3.253 0.426 1.507
H54 3.739 -1.935 -0.387
H55 3.690 2.912 -2.171
H56 -0.079 3.028 -3.138

SMILES   CCO.CCO.CCO.CCO.CO.CO.CO.CO.CO.CO.CO.CO
Calculated total energy   -42061.912 eV
Relative energy (zero: lowest compared OMol25 entry of this formula, charge and spin)   133.7 kcal/mol
Charge   0

***

[8]
Below is a 9-piece molecular cluster, H17O9 overall, with properties calculated with ωB97M-V/def2-TZVPD.

CARTESIAN COORDINATES (ANGSTROEM)
O1 -1.399 -2.494 -0.637
H1 3.773 1.468 0.239
H2 -3.352 -0.495 -1.632
H3 -1.557 0.852 2.475
H4 -0.478 1.666 -0.419
H5 0.289 0.304 3.077
H6 2.246 -1.701 -0.911
H7 1.798 -0.354 3.636
H8 -0.171 0.319 -2.065
O2 -0.017 0.335 -2.984
H9 -2.114 -0.059 -0.621
O3 -3.197 0.001 -0.804
O4 3.064 1.042 0.677
H10 0.636 2.846 -0.411
H11 -1.202 -1.677 -0.561
H12 0.193 -0.026 0.198
H13 -0.337 -0.433 -3.314
O5 -0.310 2.467 0.029
O6 2.143 -0.806 -1.058
H14 1.227 -0.674 -0.951
H15 -2.150 -2.779 -0.909
O7 -1.263 -0.085 2.246
O8 -0.480 0.027 -0.386
O9 1.033 0.223 3.723
H16 2.794 0.277 0.105
H17 -1.168 -0.245 1.258

Calculated total energy   -18703.216 eV
Relative energy (zero: lowest compared OMol25 entry of this formula, charge and spin)   76.3 kcal/mol
Charge   -1

***

Look up the charge of the sixth one.
0

***

What is the charge in the first record?
0